1 | C3H6N2S | wB97M-V/def2-TZVPD

- net charge = 0

CARTESIAN COORDINATES (ANGSTROEM)
C 0.8012 -0.2647 0.4845
C -0.5518 0.9669 -1.1912
C -0.4981 -0.5109 -1.5478
H 0.5905 -0.7041 3.9962
H 1.6582 -0.4581 -0.1071
H 0.1952 1.7257 -1.4455
H -1.6188 1.4516 -1.3656
H 0.4657 -1.0591 -1.6394
H -1.3542 -1.1326 -1.6695
N 0.9558 -0.1813 1.7201
N -0.4763 0.0736 -0.1944
S -0.1675 0.0931 2.9597



2 | C3H6N2S | wB97M-V/def2-TZVPD

- net charge = 0

CARTESIAN COORDINATES (ANGSTROEM)
C -1.6955 -0.4964 0.0015
C 0.8171 -0.3439 1.0630
C 0.0499 0.1046 -0.1723
N -2.8349 -0.5413 0.1664
N 0.7310 -0.2388 -1.3106
S -0.1563 2.0601 -0.1242
H 0.6025 0.3331 1.8137
H 1.9121 -0.1838 0.7910
H 0.4745 -1.2919 1.2168
H 1.3252 -1.0138 -1.1859
H 0.3587 -0.3122 -2.2783
H -1.5843 1.9243 0.0189



The structure with the greatest stability is 2.



1 | C3H6N2S | wB97M-V/def2-TZVPD

- net charge = 0

CARTESIAN COORDINATES (ANGSTROEM)
C 1.4936 -0.5333 -0.3535
C -0.7486 -0.3989 0.5370
C 0.6248 0.2263 0.7037
N 2.3032 -0.8514 -1.0799
N -1.1973 -0.5136 -0.8486
S 0.6330 1.8921 0.3011
H -0.5499 -1.4224 0.9118
H -1.4271 0.1387 1.0391
H 1.2570 0.0209 1.6250
H -1.3106 0.4943 -1.1804
H -0.5147 -0.9005 -1.4495
H -0.5632 1.8478 -0.2055



2 | C3H6N2S | wB97M-V/def2-TZVPD

- net charge = 0

CARTESIAN COORDINATES (ANGSTROEM)
C -1.1716 -0.2354 -0.0675
C -0.2048 -1.4311 -0.0704
C 1.0090 -0.3777 0.0884
H -0.0785 2.3554 1.1532
H 1.4385 2.0998 -0.5676
H -1.9447 -0.2781 -0.9648
H -1.7248 -0.2188 0.9036
H -0.1394 -2.1394 -0.9604
H -0.0941 -2.1544 0.7471
N 0.1980 1.9639 -0.1944
N 0.0620 0.5659 -0.0220
S 2.6504 -0.1502 -0.0452



The structure with the greatest stability is 1.



1 | C2H5FIN | wB97M-V/def2-TZVPD

- net charge = 0

CARTESIAN COORDINATES (ANGSTROEM)
C -0.6435 1.0392 0.0420
C 0.6989 0.4958 -0.0977
N 0.3356 -1.6015 -0.6294
F 1.4596 -2.1055 0.0366
I -1.3169 -2.2775 0.4466
H -1.0090 1.3054 1.0903
H -0.8432 1.8286 -0.6369
H -1.3695 0.2064 -0.1379
H 1.4504 0.7707 -0.9168
H 1.2376 0.3384 0.8033



2 | C2H5FIN | wB97M-V/def2-TZVPD

- net charge = 0

CARTESIAN COORDINATES (ANGSTROEM)
C -0.5053 -0.3893 0.9703
C 0.4248 -0.2006 -0.2147
N -0.0828 -0.1341 -1.4217
F 0.5467 2.0682 0.3148
I 2.4520 -0.3250 0.0633
H -0.7104 0.5448 1.3722
H -1.4046 -0.9839 0.7106
H -0.0733 -1.0380 1.7831
H 0.4293 0.2113 -2.3022
H -1.0764 0.2466 -1.2757



The structure with the greatest stability is 2.



1 | C4H5FO2 | wB97M-V/def2-TZVPD

- net charge = 0

CARTESIAN COORDINATES (ANGSTROEM)
C 1.7956 -0.6899 -0.7586
C 1.0420 0.0706 0.0353
C -1.5200 0.8303 -0.2938
C -2.2219 0.0662 0.7825
O -1.7510 1.6098 -1.1552
O 3.2189 -0.7490 -0.6935
F 1.5885 1.1449 0.7475
H 1.3358 -1.6213 -1.0654
H -3.2706 0.5353 1.0904
H -1.4769 -0.2881 1.5373
H -2.4423 -1.0371 0.2964
H 3.7019 0.1283 -0.5229



2 | C4H5FO2 | wB97M-V/def2-TZVPD

- net charge = 0

CARTESIAN COORDINATES (ANGSTROEM)
C -0.9588 -0.1607 0.4985
C -0.0808 -1.4249 -0.2261
C 1.0353 -0.4118 -0.4324
C 0.0002 0.7764 -0.1315
H -2.5895 -1.6640 -0.1097
H -0.7915 0.0193 1.5564
H -0.4357 -1.5730 -1.3268
H -0.1865 -2.4767 0.0760
H 1.5051 -0.0907 -1.2872
O -2.2639 0.0097 0.0420
O 0.1189 1.9759 -0.1843
F 2.1870 -0.3082 0.4421



3 | C4H5FO2 | wB97M-V/def2-TZVPD

- net charge = 0

CARTESIAN COORDINATES (ANGSTROEM)
C -1.5657 0.0695 0.8045
C 0.2983 -0.1073 -0.5251
C 1.1356 -0.2837 0.5518
C 0.7983 0.2752 -1.8745
H -2.7172 -0.5821 0.6679
H -0.8373 -0.6548 1.8442
H -1.4610 1.1616 1.3026
H 2.2300 -0.4939 0.2701
H 1.9612 0.4203 -1.8402
O -1.0687 -0.0467 -0.4432
O 0.1015 0.6700 -2.7172
F 1.1250 -0.4281 1.9591



4 | C4H5FO2 | wB97M-V/def2-TZVPD

- net charge = 0

CARTESIAN COORDINATES (ANGSTROEM)
C -0.5938 0.4535 1.2816
C 0.1174 -0.0003 0.1261
C 0.1701 -1.3995 -0.0074
C 0.2402 0.9934 -1.0114
H -1.5531 0.9721 1.0743
H -0.0828 1.2040 1.8295
H -0.9280 -0.5004 1.9478
H -0.1456 -2.0567 0.8386
H 1.2544 -0.3115 -2.1545
O 1.0302 0.5683 -2.0507
O -0.2489 2.0526 -0.9260
F 0.7400 -1.9755 -0.9480



The structure with the greatest stability is 4.



1 | C6H4O2 | wB97M-V/def2-TZVPD

- net charge = 0

CARTESIAN COORDINATES (ANGSTROEM)
C -1.5769 -0.6542 0.0781
C -1.0947 -0.2349 1.2403
C 0.5735 -0.1486 -1.2447
C -0.7964 0.3762 -0.7986
C -0.0899 0.7101 0.6409
C 1.1449 0.2004 -0.0703
O -0.7066 1.6410 -0.1382
O 2.3324 0.1431 0.6287
H -2.1623 -1.3729 -0.4664
H -1.3193 -0.4009 2.3298
H 0.7391 -0.5547 -2.1378
H 2.9562 0.2953 -0.0618



2 | C6H4O2 | wB97M-V/def2-TZVPD

- net charge = 0

CARTESIAN COORDINATES (ANGSTROEM)
C 0.6954 -0.0762 1.9154
C -1.0683 -0.6052 0.5436
C 0.1056 -0.0586 -0.3790
C 1.1020 0.2027 0.4822
C 0.0098 0.2857 -1.7415
C -0.0429 0.7394 -2.8681
H -1.3028 -1.6161 0.1836
H -2.0545 -0.0433 0.5193
H 2.1568 0.5235 0.3260
H -0.3394 1.1376 -3.8193
O 1.2952 0.1531 2.9159
O -0.5570 -0.6426 1.9220



The structure with the greatest stability is 2.



1 | C5H13N | wB97M-V/def2-TZVPD

- net charge = 0

CARTESIAN COORDINATES (ANGSTROEM)
C 1.0009 0.4522 0.1743
C 1.5769 -0.4095 1.2974
C 1.4412 -0.0521 -1.1973
H -0.1665 0.2042 0.2179
H 1.4007 1.4600 0.3054
H 1.0677 -1.0617 -1.3728
H 1.1915 -0.0977 2.2682
H 2.6676 -0.3696 1.3127
H 1.3137 -1.4592 1.1588
H 2.5291 -0.0889 -1.2774
H 1.0638 0.5970 -1.9875
C -2.5339 0.1572 -0.3664
C -1.8208 -0.7465 0.2978
N -1.7000 -1.8628 0.7984
H -0.8300 -2.1007 1.2644
H -0.8819 2.6365 -0.8625
H -1.3762 2.0031 -0.7268
H -2.5963 0.0831 -1.4398
H -3.3475 0.6552 0.1352



2 | C5H13N | wB97M-V/def2-TZVPD

- net charge = 0

CARTESIAN COORDINATES (ANGSTROEM)
C 0.4191 -1.1039 -1.4329
C -0.4263 -0.8462 -0.1885
C -0.0704 0.4593 0.5228
C -0.7916 0.4840 1.8928
C -0.4048 1.7372 -0.2202
N 1.7509 -1.6792 -1.1434
H -0.0835 -1.7433 -2.1597
H 0.5823 -0.1509 -1.9450
H -0.1937 -1.6168 0.5494
H -1.4662 -0.8387 -0.5286
H 0.9933 0.3909 0.7678
H -0.3071 -0.2093 2.5832
H -0.6798 1.4480 2.3791
H -1.8212 0.1473 1.7645
H 0.3626 2.2681 -0.7745
H -1.2753 1.6271 -0.8829
H -0.9346 2.4787 0.3835
H 2.4811 -1.0379 -1.4215
H 1.8651 -1.8142 -0.1459



3 | C5H13N | wB97M-V/def2-TZVPD

- net charge = 0

CARTESIAN COORDINATES (ANGSTROEM)
C -2.8396 -0.6713 -0.3374
N -1.6844 -0.3600 0.5399
C 0.7504 0.9414 0.7376
C 1.8796 0.1169 0.3703
C 0.9847 1.4520 -0.7190
C 1.6874 -1.3077 -0.0526
H -2.5036 -1.1344 -1.2822
H -3.3927 -1.5209 0.1840
H -3.5322 0.1953 -0.3848
H -1.9491 -0.2781 1.5581
H 0.9867 1.6875 1.5180
H -0.6765 0.6045 0.4699
H 2.7512 0.2209 0.9581
H 1.5290 2.4013 -0.4306
H 1.2790 0.8644 -1.6275
H -0.0292 1.7892 -1.1332
H 1.7811 -1.4212 -1.0801
H 2.2822 -2.0082 0.4783
H 0.6959 -1.5716 0.2332



The structure with the greatest stability is 2.



1 | C5H13N | wB97M-V/def2-TZVPD

- net charge = 0

CARTESIAN COORDINATES (ANGSTROEM)
C 1.4487 0.0604 0.0550
C 1.8582 -0.2004 1.4756
C 1.1234 1.2874 -0.3765
N 1.6451 -0.9987 -0.8279
H -1.5398 -1.6535 0.5664
H 1.7766 -0.7334 -1.7899
H 2.3018 -1.7039 -0.5314
H 1.2211 -0.9867 1.8932
H 1.0788 2.1310 0.2879
H 1.0090 1.5134 -1.4223
H 1.7574 0.6979 2.0805
H 2.9005 -0.5316 1.5328
H -1.1686 0.8320 0.0194
C -2.2379 0.6363 -0.0557
C -2.8149 0.4261 -1.2252
H -2.2350 0.2278 -2.1135
H -2.8131 0.9469 0.8061
H -1.4241 -2.3338 0.9600
H -3.8871 0.3829 -1.3346



2 | C5H13N | wB97M-V/def2-TZVPD

- net charge = 0

CARTESIAN COORDINATES (ANGSTROEM)
C -0.7501 -3.1442 -0.4562
C 0.1957 -2.7789 -1.6379
C 1.5177 -3.5645 -1.3967
H -0.6555 -2.7084 0.5623
H -1.8711 -3.0473 -0.6937
H -0.5501 -4.1510 -0.2409
H -0.1889 -3.0594 -2.6681
H 0.3262 -1.7104 -1.8199
H 2.2556 -3.2310 -2.1567
H 1.4209 -4.5861 -1.6518
H 1.8705 -3.7027 -0.3786
C -0.7201 2.3149 0.9752
C -0.6491 3.6533 0.8788
N 0.1491 4.3571 1.7687
H -0.2874 1.8296 1.9924
H -1.2384 1.7170 0.3501
H -1.1431 4.3701 0.2743
H 0.7626 3.6956 2.3063
H 0.6900 5.1998 1.5641



3 | C5H13N | wB97M-V/def2-TZVPD

- net charge = 0

CARTESIAN COORDINATES (ANGSTROEM)
C -0.7643 0.5214 -0.5520
C 0.6680 0.5675 -0.3551
C 1.4728 0.8480 0.9513
C -0.2187 -0.9348 -0.4354
C 0.6985 -1.7390 -1.4666
N -2.1885 1.3841 1.4354
H -1.3527 0.8925 0.3592
H -1.2323 0.8173 -1.4860
H 1.1434 0.5639 -1.3729
H 0.6599 1.0508 1.6647
H 1.9621 1.7573 0.6388
H 2.1251 0.0974 1.3251
H -0.0064 -1.3816 0.5553
H -1.3495 -1.4473 -0.5691
H 1.7421 -1.6334 -1.0920
H 0.5626 -1.3846 -2.5160
H 0.4644 -2.8297 -1.2137
H -2.3875 0.6339 2.1195
H -1.9989 2.2164 2.0096



4 | C5H13N | wB97M-V/def2-TZVPD

- net charge = 0

CARTESIAN COORDINATES (ANGSTROEM)
C -2.3476 0.2446 -0.2965
C -1.2836 -0.5388 0.5305
C -0.0313 -0.9675 -0.1648
C 1.1861 -0.1535 0.4001
C 1.0492 1.3432 0.1207
H -2.8332 -0.4013 -1.1082
H -3.1479 0.6070 0.3587
H -1.7487 1.1499 -0.6513
H -1.1648 0.0897 1.4117
H -1.6544 -1.5633 0.9655
H -0.1056 -0.7287 -1.2295
H 0.1745 -2.0777 -0.1939
H 1.0971 -0.3138 1.4873
H 0.9095 1.3543 -1.0364
H 1.9554 1.9362 0.3425
H 0.1930 2.0056 0.5505
H 2.4768 -1.6848 -0.4235
H 2.7288 0.2503 -1.0091
N 2.5467 -0.5514 -0.0543



The structure with the greatest stability is 2.



1 | CH3O3 | wB97M-V/def2-TZVPD

- net charge = -1

CARTESIAN COORDINATES (ANGSTROEM)
O -0.8873 1.0331 1.0001
C -1.0619 -0.1169 0.5561
O -1.0962 -0.4769 -0.6437
H -1.2452 -0.9513 1.2782
H 1.3194 0.5794 -0.0710
H 1.1446 -0.1902 -1.3657
O 1.8265 0.1228 -0.7539



2 | CH3O3 | wB97M-V/def2-TZVPD

- net charge = -1

CARTESIAN COORDINATES (ANGSTROEM)
O -1.7941 -0.1121 -0.7602
H -1.6167 -0.3095 -1.7078
H -0.9038 0.0267 -0.3649
O 1.7519 -0.9624 0.7360
O 0.0265 0.2470 0.0650
C 1.0706 0.1009 0.7581
H 1.4656 1.0095 1.2739



The structure with the greatest stability is 1.